(1)
Entry from the OMol25 dataset: a molecular structure, C38H42BrClN2Ti (ωB97M-V with the def2-TZVPD basis set).

Orbital gap (spin up / spin down) = 5.3 / 7.0 eV
Electronic energy = -148749.6491 eV
<S²> = 0.771
Strongest force on any atom = 0.24 eV/A
Multiplicity = 2
ΔE to the lowest compared entry with this formula, charge and spin = 0.0 kJ/mol
E_LUMO (spin up / spin down) = 2.52 / 2.52 eV
Charge = -1

XYZ file:
```
85
C38H42BrClN2Ti (ωB97M-V with the def2-TZVPD basis set)
Ti -0.3640 -0.5952 -0.7894
C 3.6305 -2.1838 3.3218
C 2.7262 -1.4380 2.3297
C 1.3018 -1.4894 2.8334
C 0.2509 -1.8017 2.0705
C 0.3497 -2.1105 0.6392
C 1.7370 -2.4079 0.2368
C 2.8068 -2.1078 0.9797
H 3.6054 -1.7122 4.3093
H 4.6680 -2.2095 2.9825
H 3.2788 -3.2104 3.4278
H 1.1580 -1.2613 3.8872
H -0.7317 -1.8267 2.5256
H -0.3539 -2.8874 0.3190
H 1.8917 -2.8971 -0.7198
H 3.8003 -2.3555 0.6145
C -2.5346 0.1692 2.3331
C -3.6673 -0.5987 1.6575
C -3.3579 -2.0905 1.5030
C -4.1219 0.0409 0.3579
C -5.3549 0.6830 0.3676
C -5.8694 1.3051 -0.7564
C -5.1335 1.2558 -1.9287
C -3.8966 0.6249 -1.9976
C -3.2236 0.5804 -3.3616
C -1.8860 1.3189 -3.4665
C -3.0958 -0.8554 -3.8714
C -3.3508 0.0282 -0.8305
N -2.0755 -0.4926 -0.8478
H -2.3196 -0.2589 3.3171
H -2.8003 1.2188 2.4632
H -1.6164 0.1329 1.7495
H -4.5303 -0.5260 2.3294
H -2.5204 -2.2494 0.8263
H -4.2242 -2.6184 1.0980
H -3.1127 -2.5330 2.4729
H -5.9194 0.6980 1.2945
H -6.8272 1.8095 -0.7239
H -5.5279 1.7185 -2.8278
H -3.9115 1.1025 -4.0354
H -1.6211 1.4543 -4.5186
H -1.9300 2.3050 -3.0006
H -1.0798 0.7528 -3.0043
H -2.5034 -1.4500 -3.1787
H -2.6066 -0.8785 -4.8487
H -4.0792 -1.3218 -3.9631
C 0.2964 1.4187 -0.4501
C -0.4639 2.2745 0.4889
C -1.7165 2.7980 0.1500
C -2.4412 3.5762 1.0371
C -1.9370 3.8590 2.3017
C -0.6972 3.3453 2.6573
C 0.0268 2.5685 1.7647
H 1.3688 1.4190 -0.2227
H 0.1821 1.7611 -1.4897
H -2.1409 2.5656 -0.8196
H -3.4160 3.9462 0.7412
H -2.5042 4.4621 2.9999
H -0.2875 3.5511 3.6398
H 0.9909 2.1727 2.0631
Br -0.9836 -3.6862 -2.6320
C 0.0873 -2.3037 -3.3844
C 0.4672 -2.3828 -4.6882
C 1.3530 -1.4206 -5.2135
C 1.8993 -0.4975 -4.2945
C 1.4866 -0.4883 -2.9988
N 0.4727 -1.3153 -2.5086
H 0.0973 -3.1992 -5.2931
H 1.6487 -1.4378 -6.2516
H 2.6680 0.2026 -4.5963
H 1.9086 0.2052 -2.2817
Cl 4.1510 0.4360 -0.7106
C 5.1573 0.4781 0.7098
C 6.5157 0.6936 0.5150
C 7.3653 0.7766 1.6034
C 6.8450 0.6579 2.8850
C 5.4891 0.4425 3.0563
C 4.6051 0.3287 1.9799
C 3.1464 0.0645 2.2407
H 6.8903 0.8003 -0.4938
H 8.4235 0.9443 1.4496
H 7.4930 0.7363 3.7486
H 5.0846 0.3566 4.0574
H 2.5307 0.5259 1.4694
H 2.8797 0.5335 3.1937
```

(2)
Entry from the OMol25 dataset: a molecular structure, C38H42ClN5OPPt (ωB97M-V with the def2-TZVPD basis set).

Orbital gap (spin up / spin down) = 7.7 / 5.4 eV
Electronic energy = -74637.2008 eV
<S²> = 2.023
Strongest force on any atom = 0.77 eV/A
Multiplicity = 3
E_LUMO (spin up / spin down) = -1.90 / -5.29 eV
Charge = +1

XYZ file:
```
89
C38H42ClN5OPPt (ωB97M-V with the def2-TZVPD basis set)
Pt -0.0490 0.0265 -0.5072
C 7.3425 1.6036 -0.6619
C 6.6793 1.6079 -1.8800
C 5.3444 1.2348 -1.9391
C 4.6649 0.8663 -0.7790
C 5.3386 0.8579 0.4418
C 6.6732 1.2269 0.4960
P 2.8905 0.4997 -0.9302
C 2.5249 -0.6079 0.4678
C 2.0653 -0.1547 1.7108
C 1.9544 -1.0363 2.7779
C 2.2972 -2.3726 2.6169
C 2.7482 -2.8330 1.3831
C 2.8606 -1.9585 0.3160
C 2.0342 2.0202 -0.6225
C 2.6613 3.2749 -0.5847
C 1.8851 4.3991 -0.4500
C 0.4797 4.2949 -0.4139
C -0.1418 3.0733 -0.4805
C 0.6054 1.8757 -0.5760
H 8.3855 1.8869 -0.6138
H 7.2001 1.8954 -2.7835
H 4.8275 1.2289 -2.8919
H 4.8273 0.5646 1.3503
H 7.1928 1.2218 1.4451
H 1.8284 0.8926 1.8463
H 1.6148 -0.6741 3.7400
H 2.2280 -3.0531 3.4565
H 3.0231 -3.8726 1.2583
H 3.2193 -2.3179 -0.6417
H 3.7396 3.3558 -0.6350
H 2.3534 5.3713 -0.3699
H -0.1146 5.1974 -0.3421
H -1.2223 3.0301 -0.4903
C -3.0090 -0.8001 -2.2468
C -3.1783 0.1460 -1.1118
N -2.2573 0.5635 -0.2625
C -2.8732 1.4618 0.5811
C -4.1807 1.5787 0.2505
N -4.3586 0.7350 -0.8222
H -1.9602 -0.8329 -2.5325
H -3.5878 -0.4729 -3.1104
H -3.3340 -1.8073 -1.9787
H -2.3370 1.9488 1.3717
H -4.9817 2.1569 0.6745
H -5.2152 0.6030 -1.3325
C -4.0555 -7.0984 1.8755
C -2.9097 -6.5930 0.9873
C -3.4883 -5.6584 -0.0832
C -2.3095 -7.7991 0.2463
C -1.8234 -5.9116 1.8750
O -1.1420 -6.9048 2.6609
C -2.3207 -4.9099 2.9403
C -3.2809 -3.7390 2.7526
C -3.3362 -3.0459 4.0926
C -2.4491 -2.0320 4.4272
C -2.4365 -1.4795 5.7008
C -3.3351 -1.9360 6.6473
Cl -3.3299 -1.2410 8.2374
C -4.2407 -2.9368 6.3379
C -4.2290 -3.4870 5.0667
C -0.5979 -5.4206 1.0586
N -0.5922 -4.1522 0.3127
C -0.4367 -2.8759 0.6884
N -0.3904 -2.1068 -0.4068
C -0.5011 -2.9949 -1.4260
N -0.6308 -4.2265 -1.0359
H -4.8158 -7.5665 1.2493
H -4.5409 -6.2975 2.4339
H -3.7276 -7.8611 2.5874
H -4.2159 -6.2198 -0.6731
H -2.7205 -5.3086 -0.7722
H -4.0067 -4.7945 0.3277
H -3.1175 -8.4307 -0.1256
H -1.6744 -8.4051 0.8892
H -1.7255 -7.4873 -0.6219
H -1.7861 -7.3619 3.2127
H -1.4124 -4.5096 3.4038
H -2.7706 -5.5330 3.7185
H -4.2796 -4.0760 2.4773
H -2.9579 -3.0511 1.9697
H -1.7579 -1.6516 3.6844
H -1.7385 -0.6954 5.9614
H -4.9413 -3.2805 7.0863
H -4.9324 -4.2775 4.8284
H -0.3405 -6.1596 0.3051
H 0.2161 -5.3818 1.7816
H -0.3304 -2.5462 1.7073
H -0.4751 -2.7142 -2.4653
```

Q: Number 2 is which compound?
A: C38H42ClN5OPPt

Q: strongest force on any atom of number 2 (C38H42ClN5OPPt)?
A: 0.77 eV/A

Q: strongest force on any atom of number 2 (C38H42ClN5OPPt)?
A: 0.77 eV/A

Q: Which value of multiplicity does entry 2 give?
A: 3